1.
79
Properties=species:S:1:pos:R:3:forces:R:3 method="wB97M-V/def2-TZVPD" orbital_gap_ev=6.41 total_charge=-2 homo_energy_ev=-2.30 total_energy_ev=-53154.792
C 12.597837 22.136792 14.797527 -1.50 1.16 1.64
H 14.579677 29.474735 19.153874 0.21 0.26 0.10
O 11.411781 26.217131 14.846859 -0.02 0.47 -0.03
H 8.773385 25.656961 17.391467 -0.39 0.03 0.18
H 15.937059 23.324267 21.828968 0.10 0.54 0.07
O 11.040354 20.707601 15.764328 -0.33 0.41 0.16
H 15.656520 20.594246 13.757609 -0.11 0.03 0.04
O 14.324877 23.448073 14.099523 -0.71 1.25 0.98
O 15.944713 20.981123 14.588000 0.19 0.09 0.10
H 10.020470 24.350173 18.594248 0.06 -0.18 -0.23
H 11.838421 19.268811 15.063427 0.10 -0.16 -0.31
O 13.531440 25.982065 12.831940 -0.28 -0.14 -0.26
C 17.272465 19.693347 22.164317 -0.85 0.74 1.17
O 16.008480 22.776803 19.869178 0.25 0.30 -0.55
H 15.588913 21.888559 14.564885 -0.19 -0.15 -0.07
H 14.696795 27.476550 17.790657 0.05 -0.02 0.03
H 12.171723 26.131244 15.459479 0.08 -0.22 0.08
C 16.681948 23.145364 21.041864 -0.37 -1.12 0.19
C 17.464716 21.934378 21.484794 0.04 -1.03 -0.54
H 12.921451 26.373621 13.472038 -0.14 -0.06 -0.07
H 11.943078 24.611289 17.903664 0.32 0.15 0.05
H 15.831415 25.268102 15.703140 -0.28 -0.02 -0.22
H 12.814948 24.643556 11.638204 -0.01 0.18 0.03
H 11.233824 23.370227 12.357233 -0.31 -0.29 -0.11
O 13.685983 25.306486 16.223066 0.76 -0.23 -0.76
H 16.372684 29.259918 19.292186 -0.01 0.21 -0.50
O 14.387304 21.129878 10.738948 0.15 -0.37 -0.62
H 18.151005 22.133689 22.317325 -0.13 0.22 0.18
C 12.161908 23.898183 17.124217 -0.77 -2.50 -1.07
C 15.418793 28.773258 19.092403 -0.63 -0.72 0.60
C 11.633506 21.806432 15.810416 0.06 -1.56 -0.79
C 15.629107 21.701914 11.081824 0.11 0.30 1.72
O 8.071995 22.083272 19.249094 -0.34 0.01 0.32
H 13.687041 21.655511 11.142952 0.19 0.25 0.01
C 11.338540 22.703606 17.032612 1.61 1.72 0.25
H 10.581292 23.907735 10.764917 -0.02 0.07 0.27
H 6.928540 24.561139 14.262679 -0.18 -0.04 -0.07
H 9.249075 21.917303 12.820465 0.07 -0.05 -0.03
C 9.031608 26.052293 18.380009 0.49 0.00 -0.79
H 14.658067 23.527695 18.464109 0.54 -0.33 -0.29
H 15.737351 22.754462 10.815388 -0.06 -0.05 -0.44
H 17.376333 23.980740 20.909313 -0.15 0.24 -0.05
C 13.347510 23.297186 14.934042 1.66 -2.51 -1.55
H 15.307543 28.062993 19.923538 -0.12 0.00 -0.01
H 9.682917 21.108861 14.043589 -0.08 -0.24 -0.09
H 12.696435 21.482757 13.946084 0.18 -0.10 -0.01
H 15.730973 21.687188 12.172618 -0.02 0.30 -0.01
O 7.228922 23.974342 14.956210 0.24 -0.60 0.35
H 14.579864 24.255507 19.992464 0.13 0.14 0.20
H 16.531797 19.043723 22.629582 0.00 -0.12 -0.06
H 17.963809 20.006155 22.953790 0.50 -0.54 -0.05
H 11.043688 27.089451 15.021980 0.01 -0.09 0.03
O 16.568136 20.878030 21.823922 0.30 -0.08 -0.24
O 9.714484 25.089580 19.136893 -0.04 -0.17 0.74
H 9.070068 23.427143 14.077073 -0.15 -0.14 0.10
H 7.438715 22.170331 19.969168 0.07 0.08 -0.05
H 9.140707 23.681644 15.802721 -0.20 0.45 0.23
O 16.556984 25.054464 15.100680 0.48 -0.05 0.11
H 9.687691 26.910410 18.166301 -0.12 0.05 0.24
O 12.634506 23.941347 10.993388 0.31 -0.56 -0.57
H 17.761689 19.122665 21.374523 0.11 0.47 -0.40
H 8.148180 26.392469 18.925987 -0.01 -0.05 -0.13
H 16.496157 21.115313 10.778839 -0.37 -0.18 -0.78
C 11.388165 23.351633 11.272182 -0.49 0.69 0.19
C 13.120225 24.162916 16.140627 -0.78 2.58 1.36
C 8.674058 24.039012 14.890485 -0.84 0.55 -1.23
H 18.069013 21.547547 20.656597 0.18 0.37 -0.16
O 10.485272 22.401060 17.865498 -0.41 0.05 -0.21
O 15.421917 28.110171 17.855981 0.45 0.13 -0.31
H 13.755334 25.138184 13.261205 0.63 -0.12 0.30
H 11.285326 22.335460 10.882083 0.55 -0.07 0.16
O 12.282742 18.535567 14.572593 -0.06 0.07 0.17
H 15.963523 24.675377 18.977540 0.15 -0.12 -0.24
H 13.146545 18.891951 14.346099 -0.03 0.06 0.08
C 15.307698 23.853703 19.272783 -0.82 0.32 0.74
H 8.829541 25.073118 14.569685 1.11 -0.04 0.76
H 16.176828 24.358707 14.546168 -0.34 0.20 0.11
H 8.699303 22.807316 19.376872 0.11 -0.17 -0.20
O 9.090697 21.083361 13.270255 0.12 -0.01 0.09

---

2.
89
Properties=species:S:1:pos:R:3:forces:R:3 method="wB97M-V/def2-TZVPD" e_above_lowest_ev=0.0000 orbital_gap_ev=6.86 total_charge=-2 homo_energy_ev=-2.90 total_energy_ev=-168001.961
H -1.831444 0.738351 -3.425094 -0.02 0.11 0.05
H 0.408687 4.478088 -0.544092 -0.10 -0.05 -0.10
H -1.435932 4.485660 4.814916 -0.11 0.00 -0.02
H -3.203135 4.411735 5.019436 0.05 -0.01 -0.05
H -3.083875 1.522889 5.556654 0.05 0.00 -0.06
S 2.941946 -0.983944 1.275789 0.03 0.09 0.32
H 3.412354 -4.184383 -6.105670 0.00 -0.06 0.03
H -2.711667 0.406097 1.076958 0.09 0.05 0.06
C 3.742973 2.614736 -0.733307 0.04 0.03 0.03
H 5.730382 4.132874 -2.168775 0.01 -0.02 0.01
C 2.587647 -5.062483 -4.312939 0.08 -0.03 0.00
H -4.283132 0.352684 -1.186832 -0.10 -0.01 0.01
H -3.978120 -1.661517 -2.249960 -0.13 -0.01 0.03
H 1.077192 -3.774910 -5.131636 -0.01 0.00 0.08
C -2.341731 1.524914 -2.870275 0.09 0.02 0.14
Si -2.399185 2.645432 3.471950 -0.17 -0.01 0.24
H 2.900409 -5.860614 -6.298195 0.02 0.03 0.03
H 6.471042 3.053678 -0.989250 0.00 0.00 -0.02
H 6.529761 2.651610 -2.712580 -0.01 0.01 0.02
N 4.663400 -0.068910 4.350774 0.01 0.01 -0.03
Si -1.502860 2.951298 -0.059505 0.22 0.02 -0.27
O -2.022741 -1.414649 0.326855 -0.30 -0.08 0.15
N 2.201607 0.956021 -1.493391 0.08 0.14 -0.07
H -2.319789 0.362968 4.442862 -0.01 0.10 0.07
C 3.745927 -0.123386 3.658312 -0.21 0.00 -0.06
O -1.129789 1.230157 -0.753822 -0.13 0.14 0.05
C 4.609267 2.341027 -1.785338 0.05 0.06 0.00
C 2.562502 1.905254 -0.626949 -0.04 -0.14 -0.06
H -2.494988 5.274285 -0.148225 0.00 -0.09 0.01
O -2.972075 2.384621 -0.708229 0.12 -0.28 -0.26
H -5.185084 -0.725110 0.728979 0.01 0.01 -0.01
H -1.309580 1.477124 5.370384 -0.12 -0.03 -0.02
C 5.910854 3.083021 -1.925356 -0.04 0.00 0.00
H 1.877430 2.100769 0.192467 0.00 -0.04 0.00
C 1.417261 -4.307791 -4.248018 -0.02 0.02 -0.03
C 4.225890 1.364207 -2.692342 0.02 -0.03 -0.05
H -4.029654 2.393563 1.568929 -0.07 -0.03 0.12
H -4.858231 -2.826582 -0.436782 0.00 0.00 0.00
H 2.706335 -0.084079 -3.191787 0.01 0.06 0.04
N 1.303601 1.456752 5.550353 -0.02 0.02 0.01
H 2.606058 -6.170746 -1.084765 0.03 0.01 -0.06
H 3.929661 -6.317356 -3.207775 -0.03 0.02 0.01
C -1.986040 -1.491913 -2.860894 -0.01 -0.14 -0.07
H 0.400542 3.138686 -1.716801 -0.04 0.05 0.00
C -3.261074 0.008880 -1.032954 0.21 0.04 0.20
C -3.042419 -0.399943 0.432278 -0.24 -0.05 -0.10
H -4.541496 1.473594 2.996551 0.03 0.08 -0.03
C -2.393753 1.232299 -1.371257 -0.11 0.11 -0.08
C 3.023020 0.698343 -2.506075 -0.09 -0.02 0.08
O -2.387889 -1.698309 -4.012899 0.26 0.10 0.18
C -4.030231 -2.563574 0.221323 0.11 0.12 0.05
O -0.764615 -1.437774 -2.484532 -0.07 0.12 -0.05
H -3.173544 4.429486 1.257087 0.14 0.07 -0.15
H -1.522928 5.078570 1.317571 -0.12 0.04 -0.11
H 3.992137 3.359097 0.015295 -0.02 -0.03 -0.04
C 3.014617 -5.733058 -3.170826 0.01 0.02 0.00
O -1.188204 -4.872056 -0.827886 -0.21 -0.26 0.07
H -4.752472 3.239268 2.944622 0.03 -0.09 0.00
C 3.366864 -5.154509 -5.603769 -0.04 0.01 0.04
C 1.439456 0.346144 3.215654 -0.26 0.18 0.45
C -2.386647 4.336302 4.291887 0.13 0.20 -0.02
H -3.872013 -3.382495 0.922710 0.01 0.01 0.00
H -1.809721 2.468204 -3.017112 -0.04 -0.07 -0.01
C -2.747494 -2.291589 -0.575837 -0.15 0.11 -0.11
C -4.234481 -1.208356 0.956876 0.10 -0.10 -0.08
C -2.260124 4.581216 0.668143 -0.01 -0.03 0.34
As -0.479897 2.535143 2.103992 -0.08 -0.03 -0.06
C 2.291169 -5.656710 -1.984972 -0.19 0.09 -0.05
C 1.385175 0.954476 4.514620 0.04 -0.17 -0.31
H -4.158986 -1.328849 2.037642 -0.01 -0.01 0.02
H -0.217036 -3.615104 -3.019159 0.19 -0.08 -0.09
H -2.500748 5.138194 3.555612 -0.01 -0.06 0.10
S 0.198366 -4.740541 -0.429186 0.49 0.17 -0.17
C -0.231696 3.834035 -1.163207 0.12 -0.02 0.04
C 0.684273 -4.220890 -3.075470 -0.05 -0.07 0.12
C 1.127584 -4.901499 -1.943533 0.12 -0.18 -0.11
C -3.052248 -1.363586 -1.765196 -0.14 0.10 0.11
O 0.688043 -5.747181 0.487902 -0.01 0.02 -0.10
C 2.601750 -0.207474 2.756783 0.43 -0.06 -0.11
H -2.143740 -3.161659 -0.811776 -0.06 0.06 0.08
H 4.861080 1.110723 -3.533658 -0.02 -0.01 0.03
H -0.750174 4.482284 -1.880946 0.01 -0.05 0.07
Pb 0.323100 -0.919414 -0.352013 -0.07 0.05 -0.73
H 4.389110 -5.492334 -5.421616 -0.03 0.01 -0.01
H -3.360431 1.631558 -3.254978 0.07 -0.03 0.02
S -0.110509 0.301255 2.345065 0.30 0.13 0.24
O 0.547381 -3.363192 -0.014822 -0.22 -0.15 0.22
C -2.263838 1.381028 4.842236 0.15 -0.17 0.05
C -4.088930 2.413789 2.662188 -0.04 -0.08 -0.25